DFT (ωB97M-V/def2-TZVPD) results for C6H14N4 in the gas phase.

## Properties
* net charge: 0
* SMILES: CNN(N)N1C[C@H]2C[C@H]2C1
* HOMO level: -8.1 eV

Structure (XYZ):
```
24
Properties=species:S:1:pos:R:3:forces:R:3:lowdin_charge:R:1
C -2.00451 -1.04113 -0.34398 -2.05 0.29 -0.79 -0.0983
C -0.95239 0.38479 1.41981 2.04 -0.73 2.01 -0.1562
C -0.86463 1.10561 -0.78375 1.65 -0.43 -1.58 -0.1854
C -2.19808 -0.17155 0.79116 0.74 1.20 -0.03 -0.2142
C -2.16157 0.43167 -0.68661 -2.06 -1.25 3.12 -0.1626
C 2.36711 -1.61706 -0.18979 1.91 -1.99 0.35 -0.1587
N -0.03896 0.83695 0.38699 0.26 0.48 -0.53 -0.1300
N 2.33240 1.34544 0.12736 -1.73 0.63 -1.23 0.0667
N 1.43995 -0.66647 -0.58649 -2.67 0.29 -0.93 -0.1522
N 1.29881 0.37818 0.28766 -1.24 -0.84 0.95 -0.2555
H -1.08985 -1.50358 -0.38913 2.33 -0.74 -0.69 0.0742
H -2.80236 -1.69783 -0.60754 -0.58 -0.30 -0.11 0.1015
H -1.19504 1.27996 1.98197 -0.49 0.08 0.55 0.0997
H -0.34310 -0.27211 2.13385 -1.03 0.50 -0.94 0.1408
H -0.46508 0.57426 -1.66964 0.71 1.08 0.01 0.1189
H -0.95502 2.16266 -0.87562 -0.16 0.91 -0.74 0.1024
H -3.04366 -0.28192 1.43872 -0.58 0.34 -0.06 0.1257
H -3.12540 0.90277 -0.96550 0.96 -0.62 -0.38 0.1436
H 3.28628 -1.07089 -0.02397 1.02 -0.35 0.07 0.0474
H 2.17862 -2.15542 0.81823 -0.34 0.65 -1.86 0.1030
H 2.49068 -2.30501 -1.09403 0.03 0.44 1.59 0.1024
H 2.36617 1.80359 1.03365 0.09 0.48 -0.42 0.0754
H 1.95882 1.98461 -0.63477 0.99 -0.27 1.39 0.0974
H 1.52080 -0.40752 -1.56858 0.21 0.14 0.25 0.1141
```
Positions in Å, forces in eV/Å.


DFT (ωB97M-V/def2-TZVPD) results for a 2-piece molecular cluster, C14H16O overall.

## Properties
* net charge: 0
* SMILES: Cc1ccc(O)cc1.Cc1ccccc1
* HOMO level: -8.6 eV

Structure (XYZ):
```
31
Properties=species:S:1:pos:R:3:forces:R:3:lowdin_charge:R:1
C -2.16426 -1.89289 -0.84750 1.58 0.57 -0.04 -0.0453
C 0.42480 -0.41038 -3.29380 -1.02 -0.19 0.76 -0.0858
C 1.28968 -1.48243 -3.42997 -0.10 0.92 -0.41 -0.0956
C -0.70140 -0.54826 -2.47580 0.26 0.34 0.49 -0.0841
C -0.93494 -1.68714 -1.72967 -0.48 -1.24 -0.09 -0.2888
C 0.97659 -2.68402 -2.81057 0.12 0.61 0.09 -0.0886
C -0.08813 -2.78167 -1.92751 0.77 0.23 -0.37 -0.0524
H 0.52074 0.55343 -3.76486 0.56 0.03 -0.25 0.0996
H 2.20500 -1.28427 -3.97967 -0.09 -0.60 -0.15 0.1018
H -1.32456 0.30926 -2.26101 -0.22 0.12 -0.37 0.1074
H 1.60028 -3.52219 -3.00859 0.47 -0.62 0.15 0.0917
H -2.85957 -2.51831 -1.39423 -0.46 0.17 0.14 0.0799
H -2.53523 -0.91631 -0.53552 -0.49 -0.22 -0.11 0.0762
H -0.12308 -3.70302 -1.36074 -0.63 -0.02 0.05 0.1109
H -1.81690 -2.41919 0.04329 -0.33 -0.11 0.06 0.0687
C -0.00758 -0.71030 3.89746 -0.42 0.59 0.10 -0.0521
C 0.34857 2.44141 1.04216 0.74 -0.01 -1.20 -0.3204
C 0.11726 1.15198 0.57277 -0.11 0.06 1.36 0.0055
C 0.37833 2.75670 2.38620 -0.71 -0.24 0.27 -0.0157
C -0.08766 0.18645 1.55372 -0.35 -0.17 -0.11 -0.0415
C 0.21519 1.75167 3.33368 -0.26 -0.12 -0.44 -0.0412
C -0.02833 0.44597 2.92226 0.68 -0.33 -0.39 -0.2784
O 0.59622 3.45889 0.13080 -0.19 0.46 0.02 0.0113
H 0.08470 0.89791 -0.47515 0.04 0.14 -0.05 0.0903
H 1.38186 3.28775 -0.40306 -0.23 -0.25 0.20 0.1055
H 0.38189 3.79928 2.65608 0.48 0.16 0.13 0.1154
H -0.36306 -0.81607 1.26634 0.23 -0.25 -0.23 0.0920
H 0.26056 1.96218 4.38821 0.02 0.22 0.23 0.1102
H -0.78305 -0.59236 4.65377 0.00 -0.05 0.13 0.0770
H 0.95364 -0.71267 4.39718 0.18 -0.13 0.21 0.0774
H -0.14755 -1.67560 3.42469 -0.03 -0.06 -0.21 0.0693
```
Positions in Å, forces in eV/Å.


DFT (ωB97M-V/def2-TZVPD) results for C42H38AuN5O2P2S as an isolated structure.

## Properties
* multiplicity: 3
* net charge: +2
* HOMO level (alpha / beta): -12.0 / -12.0 eV

Structure (XYZ):
```
91
Properties=species:S:1:pos:R:3:forces:R:3:lowdin_spin:R:1
Au 0.01820 1.12351 0.80151 0.19 -0.42 0.29 0.3687
N 6.35270 0.34391 -4.44179 0.32 0.00 -0.51 0.0000
C 5.66400 0.39571 -3.28809 -0.32 0.02 0.53 -0.0001
C 5.91930 1.40701 -2.33999 -0.13 -0.18 -0.04 0.0004
C 5.20080 1.46291 -1.16899 0.11 -0.05 0.03 0.0006
C 4.22350 0.50951 -0.93079 -0.62 0.06 0.92 0.0066
C 3.95170 -0.49929 -1.84059 0.07 -0.03 -0.03 0.0003
C 4.67230 -0.56439 -3.00859 0.07 0.16 0.06 0.0004
S 3.25250 0.62001 0.54621 -0.07 -0.29 -0.73 0.0103
O 4.00260 1.05291 1.67331 0.22 0.24 0.01 -0.0014
O 2.54300 -0.66799 0.68471 1.03 0.38 -0.42 0.0417
N 1.99090 1.60071 0.21731 -0.26 -1.69 0.19 0.0549
C 1.98590 2.93351 0.21161 0.17 2.13 -0.12 0.0087
N 0.73900 3.42511 0.33031 -0.24 -0.75 0.09 0.0998
C 0.56570 4.73111 0.32561 0.15 0.57 -0.02 0.0082
C 1.64420 5.59581 0.22641 -0.04 -0.18 -0.03 0.0052
C 2.89760 5.00041 0.11581 -0.37 0.38 -0.01 -0.0009
N 3.06330 3.69371 0.08541 0.52 -0.86 0.05 0.0074
H 7.08620 1.00591 -4.62849 -0.05 -0.13 -0.05 0.0000
H 6.19790 -0.39999 -5.10129 0.10 0.14 0.07 0.0000
H 6.69300 2.12951 -2.53589 0.14 0.16 -0.03 0.0001
H 5.37930 2.21691 -0.42039 0.13 0.19 0.00 0.0001
H 3.19500 -1.22949 -1.60619 -0.05 -0.16 -0.07 0.0001
H 4.49260 -1.36039 -3.71209 -0.05 -0.14 -0.14 0.0001
H -0.45800 5.07401 0.40051 0.00 0.14 0.04 0.0004
H 1.51740 6.66331 0.22591 -0.02 0.14 0.02 0.0005
H 3.80350 5.58811 0.04501 -0.01 0.12 -0.03 -0.0002
C -1.22950 -2.11579 1.46221 1.04 -0.54 0.35 0.0827
N -2.40130 -1.68229 0.78951 -0.50 -0.55 -0.76 0.3327
C -3.06500 -0.57219 1.40511 -0.43 0.74 0.25 0.0387
P -2.23860 1.10271 1.17591 -0.36 0.16 0.10 0.0679
C -2.91010 1.79871 -0.34349 0.09 -0.01 0.02 0.0115
C -3.23020 3.15271 -0.42069 -0.03 -0.15 0.11 0.0085
C -3.55100 3.70971 -1.64569 0.01 0.07 -0.09 -0.0001
C -3.54240 2.93101 -2.79319 0.00 -0.03 0.04 0.0098
C -3.21830 1.58361 -2.71789 0.01 -0.01 -0.10 -0.0008
C -2.88200 1.02071 -1.50189 -0.07 0.04 0.19 0.0096
C -2.88020 2.03651 2.57831 0.20 -0.11 -0.18 0.0145
C -2.00610 2.36011 3.61531 0.00 -0.08 -0.17 0.0043
C -2.47350 3.06271 4.71211 -0.01 0.03 0.08 0.0000
C -3.80550 3.44721 4.76911 0.09 -0.03 -0.03 0.0018
C -4.67640 3.12501 3.73681 -0.09 -0.01 0.00 0.0007
C -4.22220 2.41581 2.64041 0.13 -0.10 -0.02 0.0040
C -2.95200 -2.36499 -0.28679 0.17 0.21 0.38 0.0533
C -4.20350 -2.02009 -0.83339 -0.60 0.19 -0.22 0.1010
C -4.73740 -2.71679 -1.89699 -0.06 0.34 0.27 0.0014
C -4.05570 -3.78259 -2.46659 0.07 -0.01 0.01 0.1506
C -2.82600 -4.14569 -1.93719 0.24 0.03 0.19 -0.0025
C -2.28940 -3.46179 -0.86619 0.30 -0.50 -0.14 0.1060
P 0.54790 -1.38789 0.98081 -0.82 0.16 -0.09 0.2329
C 1.46170 -2.46409 2.12571 -0.11 0.14 0.06 0.0309
C 2.56540 -3.18619 1.67081 -0.11 0.00 -0.04 0.0144
C 3.30750 -3.94209 2.55481 0.05 -0.05 -0.03 0.0010
C 2.98820 -3.95399 3.90401 -0.07 0.05 -0.02 0.0112
C 1.91470 -3.20919 4.36601 0.08 -0.06 0.11 -0.0007
C 1.15340 -2.46319 3.48351 -0.09 -0.01 -0.23 0.0102
C 0.66820 -2.00549 -0.71809 -0.05 -0.08 0.16 0.0215
C 0.51400 -1.11159 -1.77379 -0.09 0.04 0.17 0.0039
C 0.61260 -1.55459 -3.08199 -0.09 -0.01 -0.09 -0.0005
C 0.86970 -2.89199 -3.34329 -0.01 0.09 -0.02 0.0028
C 1.02500 -3.78569 -2.29569 -0.02 -0.12 0.02 0.0004
C 0.91460 -3.35139 -0.98629 0.03 0.10 -0.02 0.0109
H -1.10940 -3.19849 1.39761 -0.11 0.11 0.03 0.0140
H -1.31270 -1.84369 2.51781 -0.08 -0.09 -0.15 0.0103
H -3.10320 -0.72329 2.49331 0.04 -0.01 -0.28 0.0105
H -4.08960 -0.45429 1.04741 0.25 -0.06 0.15 0.0034
H -3.22840 3.75881 0.47411 -0.02 0.09 0.02 0.0002
H -3.80160 4.75761 -1.70899 -0.03 0.09 0.00 -0.0001
H -3.77720 3.37701 -3.74769 -0.06 0.02 -0.06 0.0005
H -3.21570 0.97401 -3.60899 0.02 -0.03 -0.09 -0.0003
H -2.59170 -0.01969 -1.44659 0.06 -0.04 -0.12 0.0008
H -0.96600 2.06301 3.54731 0.04 0.05 0.08 0.0014
H -1.80020 3.31211 5.51911 0.03 0.03 0.03 0.0000
H -4.16610 4.00341 5.62061 -0.04 0.04 0.07 0.0001
H -5.71160 3.42751 3.78771 -0.06 0.02 0.01 0.0001
H -4.89500 2.16531 1.83181 -0.10 0.03 -0.05 0.0002
H -4.80090 -1.21819 -0.43369 0.01 0.08 0.01 0.0041
H -5.70400 -2.42869 -2.27989 -0.08 0.04 0.00 -0.0025
H -4.48260 -4.32799 -3.29319 -0.04 -0.05 -0.08 0.0070
H -2.28700 -4.98079 -2.35829 0.09 -0.05 0.03 -0.0027
H -1.34500 -3.80109 -0.48329 0.03 0.03 0.05 0.0049
H 2.85470 -3.13229 0.63291 0.09 -0.03 0.03 0.0004
H 4.14900 -4.51119 2.18771 0.07 -0.01 0.01 0.0001
H 3.59150 -4.52829 4.58921 0.01 -0.06 0.11 0.0006
H 1.67800 -3.19659 5.41811 -0.03 0.00 0.11 -0.0003
H 0.34090 -1.86049 3.86261 -0.08 0.05 0.11 0.0011
H 0.33820 -0.06249 -1.56049 0.05 0.01 -0.15 -0.0007
H 0.49710 -0.85749 -3.89879 0.00 0.07 -0.04 -0.0001
H 0.94950 -3.23769 -4.36239 0.03 -0.02 -0.10 0.0002
H 1.22870 -4.82659 -2.49709 0.03 -0.10 -0.02 0.0002
H 1.01970 -4.05859 -0.17559 0.02 -0.07 0.02 0.0005
```
Positions in Å, forces in eV/Å.


| no. | energy (eV) |
| --- | --- |
| 1 | -12404.5029 |
| 2 | -16824.6534 |
| 3 | -88806.8689 |